(i)
{"formula": "C4H7FS", "method": "ωB97M-V/def2-TZVPD", "species": ["S", "F", "C", "C", "C", "C", "H", "H", "H", "H", "H", "H", "H"], "positions_angstrom": [[0.929, -1.372, -0.415], [-1.919, 0.033, -1.045], [0.474, 0.861, 0.121], [-1.681, -0.726, 0.071], [1.664, 0.236, -0.606], [-0.315, -0.416, 0.607], [1.895, 0.575, -1.606], [-0.171, -0.680, 1.674], [0.046, 1.693, -0.524], [-2.471, -0.381, 0.741], [2.555, 0.611, 0.039], [0.848, 1.376, 0.996], [-1.853, -1.809, -0.053]], "lumo_energy_ev": 0.9, "homo_ev": -8.67}

=====

(ii)
{"formula": "C4H7FS", "method": "ωB97M-V/def2-TZVPD", "species": ["S", "F", "C", "C", "C", "C", "H", "H", "H", "H", "H", "H", "H"], "positions_angstrom": [[2.534, -1.054, -0.274], [-0.076, -2.124, 0.336], [0.978, 1.255, 0.129], [1.129, -0.237, -0.084], [-0.145, -0.736, 0.311], [-1.591, -0.409, -0.530], [1.336, 1.259, 1.266], [-0.274, 1.564, 0.158], [-1.454, -1.090, -1.432], [-0.213, -0.169, 1.286], [1.775, 1.955, -0.157], [-2.464, -0.953, -0.010], [-1.536, 0.740, -1.000]], "smiles": "CC(=S)[C@@H](C)F", "lumo_energy_ev": -0.3, "homo_ev": -8.71}

=====

(iii)
{"formula": "C4H7FS", "method": "ωB97M-V/def2-TZVPD", "species": ["S", "F", "C", "C", "C", "C", "H", "H", "H", "H", "H", "H", "H"], "positions_angstrom": [[0.329, 1.105, -2.168], [-1.027, -2.214, 0.715], [-0.339, 1.275, -0.482], [0.953, -0.435, 0.844], [-1.296, -0.962, 0.339], [-0.331, -0.027, 0.247], [-1.233, 1.836, -0.549], [-2.286, -0.847, -0.060], [0.971, -0.097, -1.962], [0.921, -1.382, 1.310], [1.783, -0.448, 0.201], [1.242, 0.310, 1.539], [0.313, 1.887, 0.025]], "smiles": "C/C(=C\\F)CS", "lumo_energy_ev": 0.9, "homo_ev": -9.03}

=====

Stability check: which of them is most stable? (iii).

=====

(i)
{"formula": "C2H5N3O2S", "method": "ωB97M-V/def2-TZVPD", "species": ["S", "O", "O", "N", "N", "N", "C", "C", "H", "H", "H", "H", "H"], "positions_angstrom": [[2.468, -0.852, 0.089], [-2.139, -0.619, 0.602], [0.175, -2.020, -0.332], [-1.543, -0.087, -0.525], [1.295, 1.955, -0.085], [0.004, 1.528, 0.000], [0.792, -0.801, -0.043], [-0.168, 0.257, -0.277], [-1.987, 0.887, -0.632], [-2.734, -1.524, 0.379], [1.750, 1.162, 0.522], [1.365, 2.918, 0.290], [0.723, -2.805, 0.010]], "smiles": "N/N=C(/NO)C(O)=S", "lumo_energy_ev": -1.0, "homo_ev": -8.94}

=====

(ii)
{"formula": "C2H5N3O2S", "method": "ωB97M-V/def2-TZVPD", "species": ["S", "O", "O", "N", "N", "N", "C", "C", "H", "H", "H", "H", "H"], "positions_angstrom": [[-3.267, -0.969, -0.129], [-0.658, -1.017, -0.131], [-0.537, 1.750, -0.275], [2.733, -0.799, 0.058], [0.490, -0.559, 0.530], [-1.587, 1.063, 0.292], [1.570, -0.509, -0.372], [-1.781, -0.272, 0.013], [0.095, 1.725, 0.422], [3.393, -0.647, -0.649], [0.659, -1.287, 1.279], [-2.419, 1.668, 0.289], [1.309, -0.147, -1.328]], "smiles": "[H]/N=C/NOC(=S)NO", "lumo_energy_ev": 0.5, "homo_ev": -8.93}

=====

Stability check: which of them is most stable? (ii).